(1)
C4H8O | the ωB97M-V functional and the def2-TZVPD basis

```
13
C4H8O the ωB97M-V functional and the def2-TZVPD basis
O -2.34 -0.27 0.12
C -1.05 -0.81 -0.11
C -0.03 0.26 -0.43
C 1.43 -0.08 -0.42
C 0.86 0.81 0.65
H -2.25 0.42 0.79
H -1.17 -1.51 -0.94
H -0.70 -1.39 0.76
H -0.37 0.96 -1.20
H 1.72 -1.09 -0.15
H 2.06 0.38 -1.18
H 0.76 0.39 1.65
H 1.11 1.86 0.63
```

As for the charge: 0. The value obtained for the total energy is -232.407081 hartree. For the energy relative to the best compared isomer or geometry (same formula, charge and spin), the calculation gives 1.0491 eV. As for the LUMO energy: 1.074 eV. The value obtained for the HOMO-LUMO gap is 11.2 eV. As for the structure (SMILES): OCC1CC1.

For reference, the Löwdin charges in units of e are: O -0.0633; C -0.2578; C -0.2963; C -0.1273; C -0.1271; H 0.0879; H 0.1227; H 0.1231; H 0.1399; H 0.1028; H 0.0984; H 0.1009; H 0.0962

***

(2)
C4H8O | the ωB97M-V functional and the def2-TZVPD basis

```
13
C4H8O the ωB97M-V functional and the def2-TZVPD basis
C -1.28 -1.01 -0.05
C -0.07 -0.15 0.27
C 1.30 -0.50 -0.32
O 1.20 0.70 -1.13
C -0.03 1.03 -0.72
H -2.18 -0.49 0.30
H -1.24 -2.01 0.40
H -1.37 -1.11 -1.14
H -0.03 0.14 1.33
H 1.33 -1.37 -0.98
H 2.19 -0.48 0.32
H 0.22 2.68 1.20
H -0.03 2.57 0.50
```

As for the charge: 0. The value obtained for the total energy is -232.279787 hartree. For the energy relative to the best compared isomer or geometry (same formula, charge and spin), the calculation gives 4.5129 eV. As for the LUMO energy: 0.692 eV. The value obtained for the HOMO-LUMO gap is 9.3 eV.

For reference, the Löwdin charges in units of e are: C -0.0793; C -0.3747; C -0.1176; O -0.0671; C -0.0502; H 0.0831; H 0.0779; H 0.0814; H 0.1269; H 0.1224; H 0.1214; H 0.0678; H 0.0080

***

(3)
C4H8O | the ωB97M-V functional and the def2-TZVPD basis

```
13
C4H8O the ωB97M-V functional and the def2-TZVPD basis
C 1.91 0.46 1.03
C 0.62 0.60 0.33
C -0.12 -0.36 -0.19
C -1.60 -0.20 -0.56
O -1.83 -1.35 -1.36
H 1.72 0.65 2.07
H 2.33 -0.60 0.87
H 2.58 1.20 0.64
H 0.33 1.72 0.29
H 0.09 -1.37 -0.27
H -1.74 0.72 -1.00
H -2.20 -0.25 0.39
H -2.09 -1.23 -2.24
```

As for the charge: 0. The value obtained for the total energy is -232.384191 hartree. For the energy relative to the best compared isomer or geometry (same formula, charge and spin), the calculation gives 1.6719 eV. As for the LUMO energy: 1.052 eV. The value obtained for the HOMO-LUMO gap is 10.3 eV. As for the structure (SMILES): C/C=C/CO.

For reference, the Löwdin charges in units of e are: C -0.1223; C -0.1994; C -0.0997; C -0.2330; O -0.0612; H 0.0640; H 0.1118; H 0.0524; H 0.1349; H 0.0821; H 0.0847; H 0.1328; H 0.0530

***

(4)
C4H8O | the ωB97M-V functional and the def2-TZVPD basis

```
13
C4H8O the ωB97M-V functional and the def2-TZVPD basis
C -0.27 -0.23 -1.41
C 0.24 -0.82 -0.09
C 0.81 0.29 0.78
O -0.11 1.42 0.71
C -1.31 1.41 1.15
H 0.58 0.10 -2.01
H -0.78 -1.03 -1.97
H 1.04 -1.55 -0.28
H -0.54 -1.37 0.44
H 0.97 -0.03 1.83
H 1.73 0.69 0.36
H -1.42 0.50 1.81
H -0.93 0.63 -1.31
```

As for the charge: 0. The value obtained for the total energy is -232.319926 hartree. For the energy relative to the best compared isomer or geometry (same formula, charge and spin), the calculation gives 3.4207 eV. As for the LUMO energy: 0.828 eV. The value obtained for the HOMO-LUMO gap is 9.2 eV.

For reference, the Löwdin charges in units of e are: C -0.0959; C -0.2368; C -0.1817; O -0.2134; C 0.0293; H 0.0795; H 0.0777; H 0.1127; H 0.1033; H 0.1263; H 0.1235; H 0.0140; H 0.0615

***

(5)
C4H8O | the ωB97M-V functional and the def2-TZVPD basis

```
13
C4H8O the ωB97M-V functional and the def2-TZVPD basis
O -2.05 0.65 0.83
C -0.71 -0.54 0.85
C 0.01 0.10 -0.19
C 0.72 -0.49 -1.34
C 1.46 0.35 -0.31
H -1.97 1.26 1.58
H -1.33 -1.41 0.64
H -0.41 -0.45 1.89
H -1.27 0.95 0.04
H 0.93 -1.56 -1.34
H 0.58 -0.08 -2.34
H 2.14 -0.18 0.35
H 1.83 1.33 -0.62
```

As for the charge: 0. The value obtained for the total energy is -232.281097 hartree. For the energy relative to the best compared isomer or geometry (same formula, charge and spin), the calculation gives 4.4773 eV. As for the LUMO energy: 0.975 eV. The value obtained for the HOMO-LUMO gap is 9.0 eV.

For reference, the Löwdin charges in units of e are: O -0.0962; C -0.0196; C -0.3752; C -0.1440; C -0.1470; H 0.0797; H 0.1030; H 0.1025; H 0.1327; H 0.0948; H 0.0883; H 0.0933; H 0.0877

***

(6)
C4H8O | the ωB97M-V functional and the def2-TZVPD basis

```
13
C4H8O the ωB97M-V functional and the def2-TZVPD basis
C -0.08 0.17 1.63
C -0.35 0.61 0.20
C 0.76 0.14 -0.75
C -0.35 -0.72 -1.39
O -1.33 -0.20 -0.48
H -0.97 0.19 2.26
H 0.33 -0.85 1.64
H 0.69 0.83 2.06
H -0.64 1.67 0.16
H 1.26 0.86 -1.40
H 1.51 -0.44 -0.21
H -0.22 -1.80 -1.28
H -0.59 -0.50 -2.43
```

As for the charge: 0. The value obtained for the total energy is -232.404675 hartree. For the energy relative to the best compared isomer or geometry (same formula, charge and spin), the calculation gives 1.1146 eV. As for the LUMO energy: 1.173 eV. The value obtained for the HOMO-LUMO gap is 10.7 eV. As for the structure (SMILES): C[C@H]1CCO1.

For reference, the Löwdin charges in units of e are: C -0.0521; C -0.3812; C -0.1032; C -0.1792; O -0.1012; H 0.0787; H 0.0820; H 0.0850; H 0.1402; H 0.1059; H 0.1004; H 0.1126; H 0.1122